i) The ion C4H4NO with charge +1. Source: the OMol25 dataset; level of theory: ωB97M-V/def2-TZVPD.

Each line ends with the natural charge from an NBO analysis.
Element x y z (Å)
C (1.98, 0.31, 0.01)  -0.28
C (0.82, -0.27, -0.18)  0.47
N (-0.02, -1.19, -0.08)  -0.29
C (-1.28, -0.98, -0.06)  0.08
C (-1.55, 0.53, -0.03)  0.39
O (-0.57, 1.23, -0.08)  -0.39
H (2.19, 1.29, -0.26)  0.28
H (2.79, -0.06, 0.43)  0.27
H (-1.90, -1.84, 0.08)  0.26
H (-2.47, 0.97, 0.17)  0.22

## Properties
LUMO: -7.1 eV
SMILES: C=C=[N+]=CC=O
M: 82.082 g mol⁻¹
net charge: +1
gap between HOMO and LUMO: 0.324 hartree

***

ii) A cluster of 2 separate species, C4H4NO in total. Source: the OMol25 dataset; level of theory: ωB97M-V/def2-TZVPD.

Each line ends with the natural charge from an NBO analysis.
Element x y z (Å)
C (-0.59, 0.55, -0.21)  0.44
C (3.27, -0.29, 0.21)  0.48
C (0.46, 1.30, -0.26)  -0.38
C (-2.41, -1.09, 0.18)  0.11
N (-1.38, -0.37, -0.09)  -0.29
O (4.33, -0.41, -0.10)  -0.42
H (0.34, 2.36, -0.51)  0.30
H (1.42, 0.70, -0.01)  0.30
H (-3.31, -0.67, 0.15)  0.22
H (-2.13, -2.08, 0.64)  0.25

## Properties
LUMO: -6.3 eV
M: 82.082 g mol⁻¹
net charge: +1
gap between HOMO and LUMO: 0.349 hartree

***

Stability comparison, relative energies in eV: i) 0.384; ii) 0.000

***

i) A structure of composition C5H11NO2S. Source: the OMol25 dataset; level of theory: ωB97M-V/def2-TZVPD.

Each line ends with the natural charge from an NBO analysis.
Element x y z (Å)
C (-0.62, 0.31, -1.47)  -0.64
C (-2.18, -0.87, -0.03)  -0.64
C (-0.74, 1.04, 0.87)  -0.63
C (2.34, -0.48, 1.08)  -0.20
C (-0.83, -0.13, -0.05)  -0.14
N (2.85, 0.13, -0.19)  0.52
O (3.70, -0.52, -0.70)  -0.36
O (2.43, 1.23, -0.41)  -0.38
S (0.24, -1.56, 0.49)  0.08
H (0.19, 0.87, -1.84)  0.23
H (-0.67, -0.67, -1.95)  0.21
H (-1.50, 0.73, -1.96)  0.22
H (-2.36, -1.28, -1.02)  0.22
H (-3.04, -0.26, 0.14)  0.23
H (-2.34, -1.66, 0.71)  0.23
H (-1.76, 1.53, 0.95)  0.21
H (-0.41, 0.82, 1.86)  0.22
H (-0.11, 1.90, 0.39)  0.23
H (1.97, 0.20, 1.70)  0.19
H (2.84, -1.30, 1.42)  0.21

## Properties
LUMO: -1.1 eV
M: 149.215 g mol⁻¹
gap between HOMO and LUMO: 0.301 hartree

***

ii) A cluster of 2 separate species, C5H11NO2S in total. Source: the OMol25 dataset; level of theory: ωB97M-V/def2-TZVPD.

Each line ends with the natural charge from an NBO analysis.
Element x y z (Å)
C (-1.85, 0.24, -0.09)  0.63
C (0.30, 1.56, -1.58)  -0.70
C (1.31, 0.71, 0.58)  -0.67
C (-1.47, -0.57, 1.04)  -0.03
C (0.52, 0.37, -0.68)  -0.12
N (-1.45, -1.94, 1.00)  -0.77
O (-2.23, -0.48, -1.22)  -0.78
O (-2.23, 1.39, 0.03)  -0.66
S (0.77, -1.07, -1.53)  0.11
H (1.09, 2.30, -1.41)  0.21
H (-0.55, 1.93, -1.10)  0.27
H (0.24, 1.47, -2.70)  0.22
H (1.19, -0.08, 1.26)  0.20
H (2.37, 0.69, 0.33)  0.21
H (1.18, 1.61, 1.05)  0.23
H (-1.23, -0.07, 1.93)  0.21
H (-1.12, -2.55, 1.71)  0.40
H (-1.52, -2.31, 0.06)  0.41
H (-3.22, -0.37, -1.45)  0.50
H (0.44, -1.69, -0.36)  0.11

## Properties
LUMO (alpha / beta): 0.2 / 0.2 eV
M: 149.215 g mol⁻¹
gap between HOMO and LUMO (alpha / beta): 0.274 / 0.263 hartree

***

Stability comparison, relative energies in eV: i) 2.356; ii) 0.000

***

i) A cluster of 2 separate species, C11H10BrF in total. Source: the OMol25 dataset; level of theory: ωB97M-V/def2-TZVPD.

Each line ends with the natural charge from an NBO analysis.
Element x y z (Å)
C (2.07, -1.79, 2.14)  -0.20
C (2.45, -0.44, 2.00)  -0.22
C (0.88, -2.15, 1.52)  -0.23
C (1.69, 0.41, 1.20)  -0.19
C (0.20, -1.36, 0.67)  -0.19
C (0.48, 0.02, 0.50)  -0.08
C (-1.78, 2.66, 0.88)  0.01
C (-2.94, 3.17, 1.19)  -0.43
C (-0.51, 0.87, -0.18)  0.01
C (-0.65, 2.07, 0.65)  0.28
C (-1.45, 0.41, -1.15)  -0.68
F (0.43, 2.68, 1.23)  -0.33
Br (-5.34, -1.71, -0.37)  0.00
H (2.66, -2.55, 2.77)  0.22
H (3.41, -0.14, 2.51)  0.22
H (0.54, -3.17, 1.59)  0.21
H (2.12, 1.38, 1.02)  0.23
H (-0.72, -1.71, 0.21)  0.20
H (-3.46, 2.83, 2.12)  0.22
H (-3.31, 4.05, 0.69)  0.22
H (-2.34, -0.27, -0.87)  0.24
H (-0.76, -0.14, -1.89)  0.24
H (-1.84, 1.24, -1.82)  0.24

## Properties
LUMO (alpha / beta): -0.7 / -3.9 eV
M: 241.103 g mol⁻¹
gap between HOMO and LUMO (alpha / beta): 0.303 / 0.120 hartree

***

ii) A structure of composition C11H10BrF. Source: the OMol25 dataset; level of theory: ωB97M-V/def2-TZVPD.

Each line ends with the natural charge from an NBO analysis.
Element x y z (Å)
C (-3.18, -1.32, -0.13)  -0.23
C (-3.16, 0.03, -0.40)  -0.20
C (-2.06, -1.87, 0.47)  -0.19
C (-1.93, 0.72, -0.36)  -0.19
C (-0.82, -1.22, 0.42)  -0.21
C (-0.77, 0.14, 0.09)  -0.05
C (1.01, 1.30, -0.97)  0.18
C (1.70, 1.80, -1.98)  -0.47
C (0.60, 0.75, 0.12)  -0.17
C (2.88, -1.16, 0.71)  0.14
C (1.42, 0.69, 1.33)  -0.47
F (2.44, -1.19, -0.57)  -0.34
Br (4.50, -0.24, 0.71)  0.02
H (-4.16, -1.81, -0.03)  0.22
H (-3.99, 0.61, -0.67)  0.21
H (-2.00, -3.01, 0.76)  0.22
H (-2.04, 1.81, -0.57)  0.22
H (0.08, -1.72, 0.72)  0.22
H (2.28, 1.18, -2.56)  0.22
H (1.87, 2.82, -2.11)  0.22
H (2.11, -0.34, 1.46)  0.18
H (0.83, 0.65, 2.19)  0.23
H (2.39, 1.38, 1.37)  0.24

## Properties
LUMO: -0.5 eV
M: 241.103 g mol⁻¹
gap between HOMO and LUMO: 0.296 hartree

***

Stability comparison, relative energies in eV: i) 0.000; ii) 1.015

***

i) An isolated molecule of C5H5BrFN. Source: the OMol25 dataset; level of theory: ωB97M-V/def2-TZVPD.

Each line ends with the natural charge from an NBO analysis.
Element x y z (Å)
C (-1.45, 0.48, -0.23)  -0.24
C (-0.96, -0.75, -0.16)  -0.13
C (-0.62, 1.72, 0.03)  -0.01
C (0.41, -1.08, 0.42)  -0.59
C (1.45, -0.18, -0.12)  0.44
N (0.62, 1.84, 0.10)  -0.31
F (1.39, -0.14, -1.50)  -0.36
Br (3.33, -0.29, 0.44)  0.08
H (-2.34, 0.80, -0.73)  0.22
H (-1.51, -1.66, -0.27)  0.21
H (-1.27, 2.56, -0.01)  0.19
H (0.43, -1.11, 1.69)  0.26
H (0.51, -2.18, 0.34)  0.25

## Properties
LUMO (alpha / beta): -0.2 / -0.2 eV
M: 178.004 g mol⁻¹
gap between HOMO and LUMO (alpha / beta): 0.317 / 0.316 hartree

***

ii) A cluster of 2 separate species, C5H5BrFN in total. Source: the OMol25 dataset; level of theory: ωB97M-V/def2-TZVPD.

Each line ends with the natural charge from an NBO analysis.
Element x y z (Å)
Br (2.29, 1.70, -1.24)  0.07
C (0.91, 0.59, -0.47)  -0.10
C (-0.10, 0.04, -1.27)  -0.16
C (-0.94, -0.94, -0.72)  -0.24
C (-0.74, -1.32, 0.56)  0.02
N (0.33, -0.91, 1.28)  -0.39
C (1.10, 0.08, 0.75)  -0.07
H (-0.10, 0.28, -2.31)  0.23
H (-1.81, -1.26, -1.21)  0.23
H (-1.37, -2.01, 1.11)  0.21
H (1.97, 0.37, 1.24)  0.21
F (-1.04, 2.11, 1.10)  -0.58
H (-0.51, 1.26, 1.18)  0.56

## Properties
LUMO: 0.1 eV
SMILES: Brc1cccnc1.F
M: 178.004 g mol⁻¹
gap between HOMO and LUMO: 0.373 hartree

***

Stability comparison, relative energies in eV: i) 3.656; ii) 0.000

***

i) A cluster of 3 separate species, C2H10NO2S in total. Source: the OMol25 dataset; level of theory: ωB97M-V/def2-TZVPD.

Each line ends with the natural charge from an NBO analysis.
Element x y z (Å)
C (-0.06, 0.85, -0.22)  -0.24
C (0.23, 0.48, -1.66)  -0.54
S (0.78, -1.28, -1.80)  -0.76
N (-1.25, 0.05, 0.26)  -0.88
H (-0.35, 1.91, -0.16)  0.17
H (0.83, 0.61, 0.37)  0.18
H (0.92, 1.06, -2.28)  0.20
H (-0.72, 0.56, -2.22)  0.17
H (-0.85, -0.56, 0.95)  0.36
H (-1.35, -0.65, -0.49)  0.39
H (-2.81, 0.97, 0.57)  0.51
H (-3.58, 1.50, 1.83)  0.45
O (-3.63, 1.43, 0.88)  -1.00
H (3.87, -3.08, 1.27)  0.47
H (3.83, -1.61, 1.01)  0.48
O (4.14, -2.24, 1.67)  -0.95

## Properties
LUMO: 3.7 eV
M: 112.174 g mol⁻¹
net charge: -1
gap between HOMO and LUMO: 0.242 hartree

***

ii) A cluster of 3 separate species, C2H10NO2S in total. Source: the OMol25 dataset; level of theory: ωB97M-V/def2-TZVPD.

Each line ends with the natural charge from an NBO analysis.
Element x y z (Å)
C (-0.52, -1.69, 0.94)  -0.23
C (-0.29, -0.74, -0.23)  -0.54
S (-0.28, 0.99, 0.33)  -0.75
N (-1.92, -1.84, 1.34)  -0.85
H (0.03, -1.33, 1.81)  0.19
H (-0.14, -2.70, 0.73)  0.15
H (-1.08, -0.86, -0.98)  0.17
H (0.58, -1.12, -0.77)  0.17
H (-2.39, -2.41, 0.65)  0.33
H (-2.32, -0.89, 1.29)  0.37
H (1.65, 0.35, -3.06)  0.47
H (1.90, 0.04, -1.59)  0.50
O (2.29, -0.09, -2.47)  -0.96
H (0.86, 3.32, 0.80)  0.50
H (0.46, 4.72, 0.40)  0.46
O (1.18, 4.24, 0.82)  -0.96

## Properties
LUMO: 3.8 eV
M: 112.174 g mol⁻¹
net charge: -1
gap between HOMO and LUMO: 0.250 hartree

***

Stability comparison, relative energies in eV: i) 0.139; ii) 0.000

***

i) A cluster of 2 separate species, C6H13P in total. Source: the OMol25 dataset; level of theory: ωB97M-V/def2-TZVPD.

Each line ends with the natural charge from an NBO analysis.
Element x y z (Å)
C (1.43, -1.66, -2.08)  -1.24
P (0.48, -0.76, -1.04)  1.29
C (-0.39, 0.22, -2.29)  -0.98
C (1.60, 0.27, 0.05)  -0.94
H (2.35, -2.25, -1.90)  0.24
H (0.87, -2.07, -2.90)  0.22
H (-0.87, -1.46, -0.26)  -0.08
H (-1.24, -0.33, -2.79)  0.25
H (-0.93, 1.09, -1.92)  0.23
H (0.28, 0.59, -3.05)  0.26
H (2.13, -0.22, 0.92)  0.26
H (2.38, 0.38, -0.68)  0.26
H (1.09, 1.18, 0.37)  0.25
C (-1.97, -0.12, 0.88)  -0.29
C (-1.47, 0.26, 1.91)  0.00
C (-1.12, 0.32, 3.32)  -0.69
H (-2.48, -0.41, -0.04)  0.25
H (-0.16, -0.07, 3.50)  0.23
H (-1.20, 1.31, 3.64)  0.23
H (-1.97, -0.09, 3.95)  0.24

## Properties
LUMO: 0.8 eV
SMILES: C=[PH](C)C.C#CC
M: 116.144 g mol⁻¹
gap between HOMO and LUMO: 0.276 hartree

***

ii) A cluster of 2 separate species, C6H13P in total. Source: the OMol25 dataset; level of theory: ωB97M-V/def2-TZVPD.

Each line ends with the natural charge from an NBO analysis.
Element x y z (Å)
C (1.18, 0.47, 0.57)  -0.40
C (0.71, -0.76, -0.02)  -0.31
C (-0.32, 2.95, 0.18)  -0.50
C (0.65, -2.05, 0.83)  -0.62
C (-1.72, -0.34, -0.19)  -0.59
C (-0.37, -0.62, -0.97)  -0.40
P (2.37, -0.10, -0.59)  0.45
H (1.38, 0.64, 1.68)  0.21
H (-1.27, 2.43, 0.38)  0.16
H (0.04, 2.88, -0.80)  0.17
H (0.37, 3.14, 1.07)  0.19
H (-0.06, -1.84, 1.67)  0.22
H (1.71, -2.30, 1.22)  0.23
H (0.21, -2.86, 0.11)  0.22
H (-1.95, -1.30, 0.45)  0.20
H (-2.54, -0.15, -1.01)  0.21
H (-1.60, 0.49, 0.37)  0.20
H (-0.19, 0.23, -1.62)  0.21
H (-0.43, -1.51, -1.64)  0.21
H (1.84, 0.59, -1.69)  -0.04

## Properties
LUMO (alpha / beta): -0.3 / 0.2 eV
M: 116.144 g mol⁻¹
gap between HOMO and LUMO (alpha / beta): 0.315 / 0.314 hartree

***

iii) A cluster of 2 separate species, C6H13P in total. Source: the OMol25 dataset; level of theory: ωB97M-V/def2-TZVPD.

Each line ends with the natural charge from an NBO analysis.
Element x y z (Å)
C (-0.08, -0.27, 1.44)  -0.49
C (-1.20, 0.01, 2.36)  -0.46
C (-0.66, -1.40, 2.22)  -0.44
C (1.68, -0.78, -0.59)  -0.97
C (-0.94, 0.14, -2.76)  -0.73
C (0.61, 1.80, -0.39)  -0.95
P (0.10, 0.05, -0.23)  1.14
H (-0.85, 0.45, 3.35)  0.21
H (-2.26, 0.36, 2.11)  0.22
H (-1.30, -2.25, 1.67)  0.22
H (0.00, -1.78, 3.08)  0.22
H (1.49, -1.87, -0.84)  0.25
H (2.17, -0.57, -1.58)  0.25
H (2.20, -0.51, 0.30)  0.24
H (-0.01, 0.09, -3.40)  0.19
H (-1.44, -0.85, -2.85)  0.19
H (-1.49, 1.09, -2.60)  0.20
H (-0.36, 2.42, -0.10)  0.24
H (1.40, 2.05, 0.29)  0.23
H (0.92, 1.80, -1.48)  0.25

## Properties
LUMO (alpha / beta): 0.3 / 0.0 eV
M: 116.144 g mol⁻¹
gap between HOMO and LUMO (alpha / beta): 0.271 / 0.270 hartree

***

Stability comparison, relative energies in eV: i) 0.000; ii) 0.394; iii) 0.267